(1)
This record from the Open Molecules 2025 dataset describes a structure of composition C24H22LiO. The level of theory is ωB97M-V/def2-TZVPD.

Atoms and positions in Å:
C  5.649  -2.759  -1.588
O  5.412  -1.328  -1.555
C  4.105  -0.964  -1.567
C  3.813  0.418  -1.551
C  2.519  0.865  -1.547
C  1.406  -0.037  -1.549
C  0.094  0.478  -1.519
C  -1.108  -0.255  -1.529
C  -2.358  0.443  -1.516
C  -3.563  -0.230  -1.518
C  -3.599  -1.628  -1.541
C  -4.897  -2.357  -1.572
C  -2.379  -2.320  -1.557
C  -1.164  -1.670  -1.553
C  1.701  -1.422  -1.577
C  3.004  -1.868  -1.579
H  6.727  -2.920  -1.597
H  5.213  -3.218  -0.692
H  5.205  -3.176  -2.499
H  4.639  1.114  -1.546
H  2.322  1.938  -1.565
H  0.009  1.559  -1.480
H  -2.346  1.532  -1.532
H  -4.494  0.328  -1.509
H  -4.735  -3.437  -1.582
H  -5.519  -2.119  -0.702
H  -5.466  -2.090  -2.470
H  -2.414  -3.408  -1.566
H  -0.236  -2.206  -1.583
H  0.872  -2.110  -1.597
H  3.197  -2.942  -1.561
C  1.207  2.679  3.196
Li  -0.672  2.983  1.903
C  1.630  1.768  2.194
C  0.580  0.891  1.868
C  -0.572  1.182  2.692
C  -0.157  2.338  3.626
C  -1.159  3.268  4.023
C  -2.516  3.033  3.701
C  -2.889  1.974  2.866
C  -1.935  1.093  2.316
H  1.880  2.867  4.025
H  2.661  1.629  1.847
H  0.680  0.053  1.167
H  -0.860  4.207  4.514
H  -3.297  3.666  4.138
H  -3.952  1.797  2.671
H  -2.237  0.358  1.555

Maximum force (eV/A): 2.566
Gap between HOMO and LUMO (eV): 3.834
2S+1: 1
Net charge: -1
Lowest unoccupied orbital energy (Ha): 0.0760

=====

(2)
This record from the Open Molecules 2025 dataset describes a structure of composition C24H22MnN3O3S2. The level of theory is ωB97M-V/def2-TZVPD.

Atoms and positions in Å:
Mn  0.292  -0.862  0.514
O  -3.378  1.309  1.063
S  -2.214  1.304  0.200
O  -2.385  1.925  -1.100
N  -1.548  -0.180  0.058
C  -2.288  -1.063  -0.719
C  -3.634  -0.909  -1.069
C  -4.288  -1.847  -1.866
C  -3.645  -2.966  -2.334
C  -2.298  -3.182  -1.999
C  -1.575  -4.305  -2.448
C  -0.269  -4.454  -2.060
C  0.318  -3.491  -1.244
N  -0.307  -2.405  -0.823
C  -1.614  -2.238  -1.183
C  -1.064  2.316  1.128
C  -1.006  3.652  0.761
C  -0.317  4.551  1.561
C  0.326  4.104  2.707
C  0.271  2.763  3.062
C  -0.450  1.865  2.287
H  -4.178  -0.056  -0.701
H  -5.332  -1.689  -2.113
H  -4.161  -3.696  -2.946
H  -2.055  -5.029  -3.096
H  0.315  -5.304  -2.387
H  1.343  -3.590  -0.911
H  -1.512  3.961  -0.145
H  -0.291  5.600  1.292
H  0.863  4.806  3.335
H  0.774  2.417  3.957
H  -0.525  0.818  2.563
C  1.847  3.257  -1.578
C  2.463  2.789  -0.425
C  2.125  1.549  0.072
N  1.210  0.747  -0.494
C  0.655  1.190  -1.635
C  0.926  2.421  -2.192
H  2.079  4.234  -1.981
H  3.215  3.377  0.084
H  2.598  1.157  0.964
H  -0.040  0.516  -2.119
H  0.426  2.720  -3.104
C  2.795  -1.270  2.913
O  3.201  -1.244  1.554
C  2.258  -1.520  0.628
C  3.039  -1.669  -0.657
H  3.650  -0.933  3.499
H  2.510  -2.277  3.218
H  1.938  -0.611  3.071
H  3.492  -2.668  -0.699
H  3.861  -0.945  -0.692
H  2.410  -1.542  -1.536
S  -0.688  -1.981  3.576
C  -0.137  -1.422  2.189

Maximum force (eV/A): 5.292
Energy relative to the best compared isomer or geometry (same formula, charge and spin) (kcal/mol): 67.5
Gap between HOMO and LUMO (spin up / spin down) (eV): 5.052 / 5.479
2S+1: 2
<S²>: 0.88
Net charge: -1
Lowest unoccupied orbital energy (spin up / spin down) (Ha): 0.1015 / 0.1011

=====

The lowest maximum force belongs to which entry? C24H22LiO

=====

Number 2 is which compound? C24H22MnN3O3S2

=====

The lowest maximum force belongs to which entry? C24H22LiO

=====

Please write out number 2 again, unchanged.
This record from the Open Molecules 2025 dataset describes a structure of composition C24H22MnN3O3S2. The level of theory is ωB97M-V/def2-TZVPD.

Atoms and positions in Å:
Mn  0.292  -0.862  0.514
O  -3.378  1.309  1.063
S  -2.214  1.304  0.200
O  -2.385  1.925  -1.100
N  -1.548  -0.180  0.058
C  -2.288  -1.063  -0.719
C  -3.634  -0.909  -1.069
C  -4.288  -1.847  -1.866
C  -3.645  -2.966  -2.334
C  -2.298  -3.182  -1.999
C  -1.575  -4.305  -2.448
C  -0.269  -4.454  -2.060
C  0.318  -3.491  -1.244
N  -0.307  -2.405  -0.823
C  -1.614  -2.238  -1.183
C  -1.064  2.316  1.128
C  -1.006  3.652  0.761
C  -0.317  4.551  1.561
C  0.326  4.104  2.707
C  0.271  2.763  3.062
C  -0.450  1.865  2.287
H  -4.178  -0.056  -0.701
H  -5.332  -1.689  -2.113
H  -4.161  -3.696  -2.946
H  -2.055  -5.029  -3.096
H  0.315  -5.304  -2.387
H  1.343  -3.590  -0.911
H  -1.512  3.961  -0.145
H  -0.291  5.600  1.292
H  0.863  4.806  3.335
H  0.774  2.417  3.957
H  -0.525  0.818  2.563
C  1.847  3.257  -1.578
C  2.463  2.789  -0.425
C  2.125  1.549  0.072
N  1.210  0.747  -0.494
C  0.655  1.190  -1.635
C  0.926  2.421  -2.192
H  2.079  4.234  -1.981
H  3.215  3.377  0.084
H  2.598  1.157  0.964
H  -0.040  0.516  -2.119
H  0.426  2.720  -3.104
C  2.795  -1.270  2.913
O  3.201  -1.244  1.554
C  2.258  -1.520  0.628
C  3.039  -1.669  -0.657
H  3.650  -0.933  3.499
H  2.510  -2.277  3.218
H  1.938  -0.611  3.071
H  3.492  -2.668  -0.699
H  3.861  -0.945  -0.692
H  2.410  -1.542  -1.536
S  -0.688  -1.981  3.576
C  -0.137  -1.422  2.189

Maximum force (eV/A): 5.292
Energy relative to the best compared isomer or geometry (same formula, charge and spin) (kcal/mol): 67.5
Gap between HOMO and LUMO (spin up / spin down) (eV): 5.052 / 5.479
2S+1: 2
<S²>: 0.88
Net charge: -1
Lowest unoccupied orbital energy (spin up / spin down) (Ha): 0.1015 / 0.1011